C6H16P2 | wB97M-V/def2-TZVPD

The geometry in XYZ format:
```
24
Properties=species:S:1:pos:R:3:forces:R:3:mulliken_charge:R:1
P 0.8747 2.1834 3.6740 -1.430 1.446 -0.903 -0.189
P -0.7084 0.6767 4.0799 -0.733 0.244 0.061 -0.046
H -0.1534 3.2843 3.4454 1.237 -1.186 0.074 0.074
H 0.9291 2.5876 5.0159 0.047 -0.144 0.366 0.091
H 0.2550 -0.2769 4.2759 0.649 -0.884 0.422 0.051
H -0.9662 0.1112 2.7953 0.233 0.516 -0.066 0.017
C 1.0808 1.9163 -1.3462 0.416 0.515 3.532 -1.180
C 0.8465 0.6601 -0.4860 1.736 -1.421 -2.029 -0.038
C -0.4621 -0.0776 -0.7590 1.677 -1.020 0.679 -0.533
C -0.5700 -1.2559 -1.4039 -1.661 -0.736 0.123 0.874
C 0.3592 -1.9714 -2.3583 0.978 0.376 0.661 -1.258
C -1.8049 -2.1896 -1.1955 0.528 2.890 0.254 -1.435
H 0.2351 2.5791 -1.2195 -0.294 0.235 -0.069 0.306
H 1.2218 1.7457 -2.3387 0.357 -0.722 -2.866 0.382
H 1.9656 2.4578 -0.9470 -0.421 -0.238 -0.332 0.332
H 1.7781 -0.0641 -0.4898 -1.728 1.240 -0.520 0.260
H 0.8597 0.9690 0.5185 -0.338 0.481 1.472 -0.099
H -1.1761 0.2640 -0.0108 -0.697 -0.415 -0.556 0.284
H 1.2959 -1.3953 -2.5001 -0.190 -0.747 0.204 0.346
H 0.4888 -3.0272 -1.9884 0.405 1.067 -0.190 0.312
H -0.0595 -2.1123 -3.3541 -0.396 0.292 -0.005 0.339
H -1.6429 -2.8054 -0.3376 0.219 -0.821 0.286 0.302
H -2.6626 -1.5630 -0.9616 -0.260 -0.054 -0.008 0.400
H -1.9842 -2.6964 -2.1085 -0.333 -0.912 -0.590 0.408
```
Forces are in eV/Å.

As for the HOMO energy: -8.9 eV. The energy above the lowest of the compared OMol25 structures with the same formula, charge and spin comes out at 2.278 eV. The HOMO-LUMO gap comes out at 9.7 eV. As for the calculated total energy: -25056.6735 eV.

C6H16S | wB97M-V/def2-TZVPD

The geometry in XYZ format:
```
23
Properties=species:S:1:pos:R:3:forces:R:3:mulliken_charge:R:1
C 2.1086 -1.6221 1.2326 -0.264 -0.545 1.844 -1.197
C 1.0171 -1.7889 0.2071 1.019 0.008 -1.903 -0.260
C -0.3694 -1.6902 0.7708 -0.565 0.172 -0.697 -0.297
C -1.4515 -1.7577 -0.3199 -0.968 -0.186 0.084 -1.205
H 1.7626 -0.8839 1.9692 0.141 0.030 -0.062 0.312
H 3.1282 -1.3026 0.9702 -0.480 -0.431 -0.492 0.335
H 2.1278 -2.5812 1.8040 0.493 0.658 -0.225 0.281
H 1.1292 -2.7682 -0.3132 -0.044 0.535 0.246 0.286
H 1.1552 -1.0278 -0.5978 -0.291 -0.352 0.416 0.230
H -0.4796 -0.7179 1.2736 -0.003 -0.302 0.140 0.261
H -0.5621 -2.4975 1.4882 0.120 0.228 0.059 0.314
H -1.4386 -0.9425 -1.0636 0.194 -0.022 0.549 0.236
H -2.4186 -1.7355 0.2136 0.155 0.202 -0.444 0.326
H -1.5013 -2.6715 -0.9362 0.490 0.049 0.471 0.379
C -1.5034 2.3083 -0.9189 -0.057 0.166 0.302 -1.090
C -0.0015 2.6869 -0.9306 -1.351 0.304 -0.718 -0.147
S 0.4811 3.7490 0.4479 0.147 -0.087 0.314 -0.250
H -2.1675 3.1697 -0.7921 0.252 0.026 0.392 0.387
H -1.7225 1.5467 -0.1523 0.032 0.420 -0.200 0.229
H -1.8347 1.9162 -1.8828 0.430 -0.255 -0.047 0.307
H 0.5434 1.7680 -0.9129 0.628 -0.429 -0.053 0.106
H 0.1829 3.2426 -1.8515 0.222 -0.238 0.006 0.340
H 1.8146 3.5999 0.2945 -0.301 0.048 0.017 0.119
```
Forces are in eV/Å.

As for the HOMO energy: -9.0 eV. The energy above the lowest of the compared OMol25 structures with the same formula, charge and spin comes out at 0.424 eV. The HOMO-LUMO gap comes out at 9.9 eV. As for the calculated total energy: -17316.4057 eV.

C6H16SSi | wB97M-V/def2-TZVPD

The geometry in XYZ format:
```
24
Properties=species:S:1:pos:R:3:forces:R:3:mulliken_charge:R:1
C 1.1331 -0.2632 -1.8550 -2.670 1.384 -0.029 -1.334
C 0.9351 0.3486 -0.4740 -0.954 -2.239 0.760 -0.165
C 1.9156 -0.2314 0.5202 -0.381 -0.018 2.325 -0.336
S 3.5768 0.4779 0.5717 0.383 0.012 0.219 -0.251
Si -0.8844 0.0277 0.3817 1.519 0.271 -1.923 0.465
C -1.1330 -1.8541 0.3158 -1.189 0.602 -0.513 -1.070
C -0.8025 0.8412 2.0876 -2.987 -0.997 -2.049 -1.161
C -2.1499 0.9340 -0.7091 -2.509 2.608 4.402 -1.149
H 1.1807 -1.3117 -1.7582 0.423 -1.273 -0.612 0.306
H 0.2112 0.0395 -2.3714 -0.451 -0.822 -0.116 0.314
H 1.7554 0.2451 -2.5605 1.692 -0.135 0.168 0.396
H 1.0499 1.3566 -0.6806 0.281 2.431 0.585 0.629
H 1.9840 -1.3477 0.4308 -0.115 0.963 -0.010 0.347
H 1.5625 0.0052 1.6003 0.615 -0.721 -1.740 -0.077
H 3.6049 0.9020 -0.6773 0.102 0.108 -0.581 0.097
H -0.1870 -2.3582 0.1375 0.076 -0.291 0.889 0.306
H -1.7834 -2.1435 1.1678 0.935 -0.389 -0.276 0.349
H -1.7089 -2.1462 -0.5829 0.028 0.438 0.256 0.302
H -1.0614 1.8473 1.8081 0.608 0.795 0.553 0.216
H -1.6236 0.4564 2.6879 -0.172 0.002 0.163 0.347
H 0.0742 0.5833 2.5542 2.103 0.254 1.216 0.478
H -2.2249 0.7922 -1.7134 0.400 -0.615 -2.964 0.460
H -3.2346 0.6768 -0.3542 1.733 0.150 -0.335 0.281
H -2.1898 2.1222 -0.5272 0.527 -2.519 -0.387 0.252
```
Forces are in eV/Å.

As for the HOMO energy: -8.6 eV. The energy above the lowest of the compared OMol25 structures with the same formula, charge and spin comes out at 0.393 eV. The HOMO-LUMO gap comes out at 9.5 eV. As for the calculated total energy: -25193.6410 eV.

C6H16Si | wB97M-V/def2-TZVPD

The geometry in XYZ format:
```
23
Properties=species:S:1:pos:R:3:forces:R:3:mulliken_charge:R:1
C -0.3603 -2.5957 2.2704 -0.206 0.523 -0.413 -1.255
C -0.1656 -1.3067 1.4433 0.119 -0.633 0.590 -0.159
C 0.5031 -1.5472 0.1138 0.239 0.328 -0.457 -0.752
C 0.6775 -0.2831 -0.7291 -0.240 -0.142 0.174 -0.616
C -0.5979 0.4661 -1.0657 0.075 0.410 -0.323 -0.450
C -0.2862 1.7547 -1.8633 -0.044 -0.260 0.644 -0.864
Si 0.2016 3.1959 -0.7431 0.003 -0.016 -0.253 0.455
H -1.3639 -2.9736 2.1082 -0.146 -0.245 0.016 0.315
H -0.2557 -2.3731 3.3242 0.040 -0.151 0.277 0.346
H 0.3375 -3.3742 1.9820 0.231 -0.093 0.068 0.330
H 0.4468 -0.6213 2.0237 0.100 0.275 0.008 0.248
H -1.1373 -0.8475 1.3260 -0.218 0.269 -0.120 0.201
H -0.0133 -2.3105 -0.4664 -0.262 -0.098 -0.040 0.324
H 1.5044 -1.9364 0.2869 0.141 -0.232 0.126 0.347
H 1.1444 -0.5472 -1.6757 0.236 -0.048 -0.111 0.359
H 1.3632 0.3858 -0.2089 0.144 0.161 0.075 0.276
H -1.2405 -0.1747 -1.6656 -0.149 -0.175 -0.043 0.295
H -1.1576 0.7412 -0.1769 -0.107 -0.122 0.242 0.255
H 0.5458 1.5431 -2.5254 0.073 0.048 -0.393 0.371
H -1.1566 2.0222 -2.4529 -0.030 0.195 -0.226 0.401
H 0.2977 2.7304 0.6572 0.007 0.002 0.060 -0.131
H 1.5082 3.7633 -1.1472 0.017 0.015 0.047 -0.138
H -0.7952 4.2884 -0.8155 -0.020 -0.011 0.052 -0.160
```
Forces are in eV/Å.

As for the HOMO energy: -10.6 eV. The energy above the lowest of the compared OMol25 structures with the same formula, charge and spin comes out at 0.706 eV. The HOMO-LUMO gap comes out at 11.8 eV. As for the calculated total energy: -14358.7187 eV.

C6H17CuIOP | wB97M-V/def2-TZVPD

The geometry in XYZ format:
```
27
Properties=species:S:1:pos:R:3:forces:R:3:mulliken_charge:R:1
C -1.9544 -2.4492 1.2485 -0.005 -0.005 0.085 -1.073
C -1.5986 -2.0677 -0.1726 0.092 0.039 -0.287 -0.068
O -0.2588 -2.4114 -0.4884 0.043 -0.069 0.133 -0.366
C 0.6230 -1.3493 -0.8146 -0.061 0.042 0.039 -0.746
P 1.3396 -0.4333 0.7366 -0.136 0.076 0.118 -0.079
C 1.3202 1.3651 -0.2067 -0.064 0.044 0.045 -1.069
I 2.7634 1.1725 -1.8579 0.076 0.012 -0.566 0.218
C -0.0247 1.9385 -0.6098 -0.032 -0.096 -0.092 0.229
C -0.5009 2.9493 0.4258 -0.124 0.151 0.200 -1.485
H -1.2523 -1.9885 1.9421 -0.016 0.024 0.017 0.243
H -1.9142 -3.5305 1.3839 0.057 0.002 -0.028 0.297
H -2.9655 -2.1157 1.4964 0.009 0.002 -0.042 0.354
H -2.2424 -2.6018 -0.8839 -0.028 0.016 0.069 0.346
H -1.7605 -0.9971 -0.3357 0.026 0.022 0.070 0.069
H 0.1269 -0.6737 -1.5314 0.043 0.021 0.023 0.402
H 1.4787 -1.8103 -1.3182 -0.038 -0.037 -0.027 0.317
H 2.7295 -0.6563 0.2365 -0.083 0.050 -0.005 -0.016
H 1.8958 0.3103 1.8709 -0.064 -0.085 -0.019 0.086
H -0.0351 -0.0485 1.1413 0.048 -0.031 -0.019 -0.160
H 1.2897 -1.6575 1.4893 0.046 -0.050 -0.018 0.131
H 1.8772 2.0771 0.4063 0.064 0.035 -0.051 0.722
H -0.7408 1.1136 -0.6681 0.013 0.005 -0.007 -0.038
H -0.0005 2.4090 -1.5962 -0.019 0.045 -0.047 0.262
H -0.3045 2.5843 1.4345 -0.022 -0.049 -0.002 0.328
H 0.0019 3.9118 0.3184 0.110 -0.033 -0.019 0.371
H -1.5735 3.1334 0.3524 -0.018 -0.045 -0.075 0.394
Cu 1.6807 1.8258 -3.9993 0.085 -0.086 0.505 0.331
```
Forces are in eV/Å.

As for the HOMO energy: -6.7 eV. The HOMO-LUMO gap comes out at 4.3 eV. As for the calculated total energy: -70567.5959 eV.

C6H17N | wB97M-V/def2-TZVPD

The geometry in XYZ format:
```
24
Properties=species:S:1:pos:R:3:forces:R:3:mulliken_charge:R:1
C -2.7831 -1.7860 0.0190 3.786 -3.102 -2.182 -1.198
C -1.4347 -0.9997 -0.0762 0.447 -1.567 -0.816 -0.509
C -1.6470 0.4649 -0.0392 -1.682 2.452 -2.358 -0.566
C -0.3010 1.1655 0.0347 0.597 -1.565 1.215 -0.293
C -0.2824 2.6359 0.0978 0.203 2.919 0.438 -1.198
H -3.2785 -1.4309 0.8419 -1.735 0.642 1.812 0.392
H -3.2893 -1.7025 -0.9530 -0.253 0.191 0.592 0.305
H -2.5188 -2.9413 0.1379 -0.790 2.366 -0.062 0.284
H -0.8243 -1.3025 -1.0129 -1.271 0.630 1.025 0.279
H -0.6676 -1.2007 0.6729 -0.526 -0.679 0.691 0.405
H -2.1624 0.7077 -1.0764 0.967 0.001 1.749 0.243
H -2.3915 0.9346 0.6778 0.874 -1.147 -0.231 0.338
H 0.2124 0.9085 -0.8548 0.551 -0.483 -1.130 0.327
H 0.2888 0.6568 0.8495 -0.498 0.704 -0.383 0.397
H -0.4128 3.0719 1.1648 -0.290 -0.717 -1.794 0.258
H 0.7293 3.1198 -0.2496 -1.957 -1.031 0.350 0.266
H -1.1415 2.9167 -0.6084 1.315 0.503 1.113 0.281
C 3.3291 -1.2338 0.2605 0.131 -0.375 -0.219 -0.881
N 2.7319 -0.1706 -0.4884 1.528 2.351 -0.958 -0.528
H 4.3729 -1.1605 0.1311 1.445 0.011 -0.336 0.381
H 3.2209 -1.1298 1.3151 -0.531 -0.302 1.127 0.291
H 3.0956 -2.2486 -0.0877 -0.472 0.304 0.121 0.260
H 1.7582 0.0066 -0.2663 0.688 0.333 0.065 0.223
H 3.3956 0.7181 -0.4904 -2.526 -2.441 0.173 0.244
```
Forces are in eV/Å.

As for the HOMO energy: -8.9 eV. The energy above the lowest of the compared OMol25 structures with the same formula, charge and spin comes out at 1.701 eV. The HOMO-LUMO gap comes out at 9.9 eV. As for the calculated total energy: -7986.0850 eV.